[1]
# C2H4P2S

The molecule C2H4P2S at a distorted geometry (ωB97M-V with the def2-TZVPD basis set, the OMol25 dataset).

Calculated values
energy relative to the best compared isomer or geometry (same formula, charge and spin) = 2.065 eV
SMILES = [H]/P=C(/C)P=S
2S+1 = 1

Each line ends with the Mulliken charge.
Cartesian coordinates (Å):
1 H 1.828529 -0.853790 1.814426  -0.025
2 P 2.110486 -0.341000 0.496460  -0.084
3 H -0.770275 -0.374137 -1.461872  0.339
4 H 0.702496 0.441843 -1.715562  0.407
5 C -0.115407 0.383996 -1.074282  -1.346
6 P -0.986760 -0.045256 1.863552  0.258
7 H -0.682119 1.231793 -1.155289  0.400
8 S -2.614803 -0.521642 0.990954  -0.210
9 C 0.527853 0.078194 0.241612  0.261

Cartesian forces, eV/Å:
H 0.476 0.389 -0.089
P -0.442 -0.372 0.563
H -0.205 -0.885 0.240
H 1.241 0.297 -1.790
C 1.215 -1.608 1.003
P 1.797 -0.143 -2.016
H -1.265 2.531 0.291
S 0.278 0.158 0.114
C -3.096 -0.367 1.684

---

[2]
# C3H6N4O

The molecule C3H6N4O at a distorted geometry (ωB97M-V with the def2-TZVPD basis set, the OMol25 dataset).

Calculated values
energy relative to the best compared isomer or geometry (same formula, charge and spin) = 3.870 eV
SMILES = ONC1=NCC=NN1
2S+1 = 1

Each line ends with the Mulliken charge.
Cartesian coordinates (Å):
1 H 0.010279 -3.029443 0.628728  0.408
2 N -0.303154 1.724443 -1.045535  -0.312
3 N -1.241075 -1.602231 -0.006661  -0.674
4 H -2.051110 0.063003 -0.958178  0.303
5 C -0.205610 0.499678 -0.267703  0.411
6 N -1.328347 -0.238582 -0.284263  0.042
7 H 0.668192 -0.858606 2.173427  0.188
8 N 0.886341 0.207226 0.290292  -0.436
9 H 1.872284 -1.571826 1.148301  0.267
10 H 1.102832 2.758690 -1.715579  0.340
11 C 0.900404 -0.981749 1.057564  -0.258
12 H -1.027899 2.382113 -0.743160  0.280
13 C -0.113589 -1.945360 0.547758  -0.178
14 O 0.830451 2.592644 -0.824991  -0.381

Cartesian forces, eV/Å:
H -0.019 0.357 0.229
N 0.343 0.636 0.478
N 1.783 -0.176 -0.091
H 0.609 -0.841 0.728
C 1.196 2.051 -0.319
N -1.667 0.156 -0.103
H 0.090 0.465 -1.199
N 0.742 0.523 0.029
H -0.700 1.253 -0.672
H 0.505 0.132 -0.819
C 0.319 -2.219 1.871
H -0.361 -1.085 0.076
C -2.190 -0.358 -0.733
O -0.648 -0.893 0.525

---

[3]
# C3H8N2OS

The molecule C3H8N2OS (ωB97M-V with the def2-TZVPD basis set, the OMol25 dataset).

Calculated values
energy relative to the best compared isomer or geometry (same formula, charge and spin) = 0.358 eV
SMILES = NC(=O)[C@@H](N)CS
2S+1 = 1

Each line ends with the Mulliken charge.
Cartesian coordinates (Å):
1 H -0.424642 1.231529 -0.930553  0.418
2 C 0.163209 -0.472924 0.256432  0.061
3 O -1.634284 -1.575086 -0.896548  -0.616
4 H -1.748777 -0.346696 1.997692  0.206
5 H 1.366758 2.947710 -0.443235  0.132
6 S 1.760095 1.736038 -0.039544  -0.195
7 H 0.510211 -0.617434 1.281882  0.320
8 C 0.083761 1.033522 0.016228  -0.764
9 C -1.246959 -1.050104 0.123673  0.349
10 H -2.998832 -1.192256 1.164027  0.246
11 H 0.711668 -2.006956 -0.921942  0.299
12 N -2.028388 -0.938779 1.234042  -0.398
13 N 1.110002 -1.116427 -0.636516  -0.671
14 H 1.179052 -0.592595 -1.507567  0.271
15 H -0.473313 1.473987 0.839773  0.343

Cartesian forces, eV/Å:
H 0.006 -0.015 0.092
C 0.271 0.058 -0.051
O -0.006 -0.159 -0.121
H 0.005 -0.122 0.004
H -0.002 0.105 0.034
S 0.045 -0.001 0.002
H -0.050 -0.098 0.162
C -0.040 -0.112 -0.048
C -0.157 0.089 0.170
H -0.019 0.002 -0.060
H 0.143 -0.049 0.078
N 0.096 0.175 0.052
N -0.263 -0.076 -0.431
H 0.050 0.014 0.198
H -0.080 0.190 -0.081

---

[4]
# C5H5N

The molecule C5H5N at a distorted geometry (ωB97M-V with the def2-TZVPD basis set, the OMol25 dataset).

Calculated values
energy relative to the best compared isomer or geometry (same formula, charge and spin) = 4.280 eV
2S+1 = 1

Each line ends with the Mulliken charge.
Cartesian coordinates (Å):
1 C -0.263235 -1.102282 -0.226273  -0.096
2 H -0.384656 1.606975 -0.025238  0.353
3 C 0.287782 -0.298777 0.710522  -0.044
4 H -1.152875 -0.689020 -2.016011  0.292
5 C 0.075527 1.074746 0.795028  -0.355
6 C 0.228310 1.756381 1.991270  0.149
7 C -0.213669 -1.131941 -1.672985  -0.874
8 N 0.390286 2.340005 2.972600  -0.389
9 H -0.240177 -2.167350 -2.017517  0.332
10 H 0.630631 -0.604826 -2.127107  0.322
11 H 0.642074 -0.783911 1.615710  0.310

Cartesian forces, eV/Å:
C 0.395 -0.340 0.017
H 0.031 0.059 -0.055
C -0.372 0.313 0.714
H -0.101 0.029 -0.206
C -0.146 -0.733 -1.180
C 0.303 0.565 0.789
C -0.127 0.038 -0.250
N -0.035 0.065 0.162
H -0.016 0.013 -0.120
H -0.052 0.029 0.040
H 0.119 -0.037 0.090

---

[5]
# C7H12

The ion C7H12 with charge +1 (ωB97M-V with the def2-TZVPD basis set, the OMol25 dataset).

Calculated values
energy relative to the best compared isomer or geometry (same formula, charge and spin) = 0.231 eV
net charge = +1
2S+1 = 2

Each line ends with the Löwdin spin population.
Cartesian coordinates (Å):
1 C -0.424504 -3.146001 -0.485097  0.001
2 C 0.008638 3.870680 1.142287  0.350
3 H 1.047050 4.061074 1.386729  0.014
4 H -0.741645 -1.416075 -1.735224  0.000
5 H -0.927790 -2.924108 0.452035  0.000
6 C -0.161354 0.354381 0.000048  0.261
7 H -1.127760 -3.674603 -1.135854  0.000
8 H -1.528647 2.561088 0.513957  -0.002
9 H -0.618797 4.736234 1.282346  0.016
10 H -1.204563 0.270031 -0.318613  0.008
11 C 0.653827 -0.845487 -0.196270  0.059
12 H 1.373585 1.631440 0.824503  0.001
13 C 0.082800 -1.870029 -1.175348  0.005
14 H 0.770915 -1.293246 0.802406  0.029
15 H 0.863826 -2.132069 -1.893857  0.002
16 C 0.332949 1.525625 0.545195  0.160
17 H 0.404669 -3.824626 -0.302759  0.000
18 C -0.475663 2.658720 0.731405  0.083
19 H 1.672458 -0.543020 -0.437897  0.012

Cartesian forces, eV/Å:
C 0.035 0.043 -0.569
C 0.321 0.355 0.371
H 0.115 -0.356 -0.118
H 0.172 0.004 -0.055
H -0.088 -0.016 0.110
C 0.020 -0.589 -0.059
H 0.102 0.078 0.140
H -0.190 0.070 -0.064
H -0.339 -0.033 -0.126
H 0.128 0.353 0.234
C 0.086 0.132 -0.091
H 0.158 -0.307 -0.089
C -0.218 -0.344 0.010
H -0.033 -0.057 0.172
H -0.201 0.068 -0.017
C -0.158 0.892 0.181
H 0.038 -0.042 0.237
C -0.153 -0.336 -0.212
H 0.205 0.083 -0.055

---

[6]
# C2H4N2O2S

The molecule C2H4N2O2S at a distorted geometry (ωB97M-V with the def2-TZVPD basis set, the OMol25 dataset).

Calculated values
energy relative to the best compared isomer or geometry (same formula, charge and spin) = 4.033 eV
SMILES = O/N=C\N(O)C=S
2S+1 = 1

Each line ends with the Mulliken charge.
Cartesian coordinates (Å):
1 C -0.942156 -1.362108 -0.282730  0.072
2 H 0.531101 2.002368 0.662016  0.439
3 N -0.218126 -0.232070 -0.040984  0.234
4 H -1.823403 0.513866 0.621579  0.272
5 H -0.363459 -2.177689 -0.697557  0.238
6 H 1.610313 -0.953151 -0.757000  0.209
7 O -0.859738 0.840331 0.497509  -0.487
8 S -2.533465 -1.492092 0.020481  -0.427
9 O 1.503954 2.055017 0.397326  -0.364
10 N 1.940601 0.887696 -0.114465  -0.288
11 C 1.154377 -0.082168 -0.306175  0.102

Cartesian forces, eV/Å:
C 0.823 0.892 0.111
H 1.544 -0.047 -0.519
N -0.304 -1.354 -0.428
H 1.183 0.174 -0.248
H 0.248 0.082 -0.044
H -0.187 -0.124 0.063
O -1.530 0.092 0.406
S -0.347 0.213 0.185
O -1.526 0.731 0.850
N 0.022 -0.262 -0.259
C 0.074 -0.397 -0.116

---

[7]
# C5H8N2

The molecule C5H8N2 at a distorted geometry (ωB97M-V with the def2-TZVPD basis set, the OMol25 dataset).

Calculated values
energy relative to the best compared isomer or geometry (same formula, charge and spin) = 3.858 eV
SMILES = C=C[C@@H](N)C1=NC1
2S+1 = 1

Each line ends with the Mulliken charge.
Cartesian coordinates (Å):
1 H 0.247435 -0.977200 -2.357264  0.253
2 C 0.660098 -0.740812 1.640062  -0.587
3 H 1.350051 0.741297 -0.548011  0.312
4 C 0.170949 -1.257769 0.407293  0.265
5 H -0.089772 -0.291996 2.305538  0.244
6 N 0.523879 -2.297198 0.998764  -0.602
7 N -0.641704 -0.669485 -1.980521  -0.620
8 C 0.289551 0.872579 -0.321176  -0.386
9 C -0.143983 2.017224 0.182976  -0.654
10 H 0.522613 2.869671 0.257178  0.262
11 H -1.174062 2.151973 0.503291  0.240
12 H -1.535051 -0.262359 -0.149626  0.278
13 H 1.675711 -0.387038 1.793239  0.262
14 H -1.330252 -1.389756 -2.157809  0.268
15 C -0.525462 -0.379130 -0.573937  0.467

Cartesian forces, eV/Å:
H -0.075 -0.009 -0.068
C 0.208 -1.132 0.808
H -0.181 0.219 -0.209
C 0.068 0.134 0.159
H 0.235 -0.835 0.184
N -0.248 1.174 0.574
N 0.057 -0.295 -0.155
C -0.178 0.648 -0.641
C -0.033 0.005 -0.282
H -0.061 -0.096 0.206
H 0.082 0.006 -0.150
H 0.175 0.138 -0.110
H -0.113 -0.247 -0.280
H 0.086 -0.040 0.003
C -0.023 0.329 -0.041

---

[8]
# C38H36BaF6N3O7PS3

A structure of composition C38H36BaF6N3O7PS3 at a distorted geometry (ωB97M-V with the def2-TZVPD basis set, the OMol25 dataset).

Calculated values
energy relative to the best compared isomer or geometry (same formula, charge and spin) = 3.893 eV
net charge = -2
2S+1 = 1

Each line ends with the Mulliken charge.
Cartesian coordinates (Å):
1 F 5.430667 -2.991005 -2.884585  -0.232
2 H -4.343434 -0.417390 -1.722467  0.425
3 C -0.164478 1.804744 5.386991  -0.653
4 C 5.651362 -3.380204 -1.632109  0.721
5 O 0.061924 2.654372 -0.234481  -0.195
6 H -0.033073 3.553223 4.141880  0.454
7 H -6.204831 -0.274056 -0.367882  0.359
8 O 4.595225 4.088931 -1.222486  -0.799
9 H -0.743811 2.332098 2.094900  0.700
10 C 0.157473 -2.314332 1.209858  1.702
11 C -3.595330 -0.484030 -0.928364  -1.268
12 C 0.929941 -2.022878 -4.410182  -0.615
13 H 1.212705 -0.548773 1.890321  0.805
14 N 5.916529 -1.475597 0.353644  -0.668
15 H -2.419275 -3.891947 -4.782792  0.332
16 H 2.135076 2.952837 2.025785  0.211
17 C -1.035840 0.459332 3.079167  -0.233
18 C -2.229135 -2.903960 1.317596  -0.199
19 F 4.482580 -3.482444 -0.993171  -0.247
20 H -2.805205 0.240730 -1.141441  0.035
21 H -2.089110 3.691257 0.575047  0.210
22 H -5.515022 4.133204 -1.979070  0.375
23 H 1.701758 3.428347 -1.989096  -0.172
24 H -0.404945 -5.683256 0.752062  0.353
25 C -1.422668 -2.169549 -3.986256  -0.282
26 C -1.472626 -3.367185 -4.688621  -0.565
27 C -0.324022 -3.904185 -5.265634  -0.358
28 H 0.674652 2.464188 -3.066649  0.242
29 C -4.451657 3.955724 -1.847479  -0.438
30 H 1.784773 -3.618168 -5.558824  0.336
31 C -2.537748 3.713626 -0.413000  -0.079
32 C -3.891689 3.969395 -0.573819  -0.496
33 H -7.311417 0.171085 1.797417  0.343
34 C -1.970832 -4.248582 1.116640  -1.092
35 H -5.927577 0.497797 3.835714  0.399
36 H -4.514170 4.150254 0.296183  0.375
37 H 3.427601 1.974062 1.733384  0.213
38 C -1.733095 3.457075 -1.516862  0.460
39 C 1.300344 -1.465281 1.289980  -3.741
40 H -1.677256 3.194857 -3.648280  0.342
41 C -1.221224 -1.936002 1.365406  0.473
42 F 7.522652 0.644128 0.146507  -0.245
43 C -2.294285 3.445064 -2.790397  -0.433
44 C -1.295556 -1.695487 4.452039  -1.294
45 O 4.466392 -0.591326 -1.466333  -0.980
46 C -0.284489 3.122922 -1.292179  0.428
47 N 2.698760 2.531083 1.307344  -0.314
48 H -4.091226 3.656874 -3.947234  0.367
49 C -4.072149 0.194334 2.793804  -0.715
50 C 0.373923 -3.713268 0.972400  -1.050
51 F 6.495322 1.660118 -1.436065  -0.196
52 O 3.872738 1.946389 -1.027684  -0.733
53 C -0.639543 -4.637622 0.927837  -0.548
54 C -0.932391 -0.238866 4.298292  1.241
55 C 6.353527 1.136622 -0.256079  0.665
56 H -2.778121 -4.972842 1.090942  0.376
57 H 1.873183 -1.501504 -4.301417  0.384
58 H 0.171436 2.308274 6.286996  0.348
59 H -0.362451 -4.840641 -5.812354  0.342
60 O 4.127555 0.099613 0.889434  -0.707
61 F 6.002066 2.047945 0.660121  -0.196
62 C -5.457949 0.285930 2.880460  -0.788
63 C 3.967064 3.189503 -0.664731  0.016
64 C 0.876581 -3.218918 -5.117150  -0.640
65 H -1.315629 -1.965382 5.511113  0.463
66 O 7.276822 -1.324514 -1.803625  -0.614
67 Ba 2.466090 0.128942 -0.843635  2.293
68 S 6.817269 -2.196383 -0.752273  1.050
69 H 0.461784 4.230439 -2.997542  0.502
70 P -1.575285 -0.160809 1.409342  2.341
71 S -0.178641 0.062525 -2.957684  -0.312
72 H 1.399184 -4.036449 0.818728  0.370
73 C -6.231505 0.101374 1.745330  -0.718
74 C 0.701301 3.344169 -2.410799  -0.673
75 H -3.114497 -1.463720 -0.982668  0.233
76 C -4.218741 -0.244917 0.424504  0.752
77 C -5.605283 -0.155318 0.532237  -0.687
78 H -2.322085 -1.758799 -3.535432  0.196
79 C -3.653658 3.687967 -2.953702  -0.698
80 C -0.275501 2.496367 4.190272  -0.991
81 H -2.271450 -1.911771 4.014975  0.194
82 F 6.217165 -4.592465 -1.664017  -0.248
83 H 3.665355 4.324445 0.942008  0.241
84 C -0.217647 -1.460301 -3.823434  0.100
85 H -0.388985 -0.086772 6.363291  0.343
86 C -3.426395 -0.095375 1.589572  0.667
87 H -0.573461 -2.335911 3.938476  0.184
88 S 5.031207 -0.246908 -0.175025  1.536
89 C -0.483959 0.453137 5.425822  -0.817
90 N 3.229924 3.552402 0.476758  -0.039
91 H -3.484576 0.351454 3.690601  0.391
92 H -3.258494 -2.600027 1.458048  0.352
93 H 2.242335 -2.002344 1.452206  0.452
94 C -0.692886 1.816423 3.052436  -1.010
95 O 7.764059 -3.078114 -0.138864  -0.715

Cartesian forces, eV/Å:
F -0.093 -0.082 0.017
H 0.020 -0.025 0.078
C -0.017 -0.086 -0.058
C 0.034 0.116 0.257
O 0.121 0.007 0.326
H -0.005 -0.048 -0.028
H 0.067 0.002 0.086
O -0.050 -0.269 0.082
H 0.048 -0.048 0.095
C 0.454 -0.236 0.102
C 0.027 0.024 0.106
C -0.122 -0.126 0.003
H 0.054 -0.189 -0.200
N -0.115 0.288 -0.526
H 0.039 0.038 0.012
H -0.330 0.042 -0.039
C -0.091 0.077 0.034
C 0.114 -0.013 0.059
F 0.047 -0.084 -0.151
H 0.015 0.002 0.015
H -0.043 -0.024 -0.094
H 0.090 -0.003 0.033
H -0.028 0.047 0.001
H 0.037 0.025 -0.020
C 0.040 -0.079 -0.020
C 0.053 0.096 0.043
C -0.038 0.051 0.029
H -0.043 0.088 -0.014
C 0.017 -0.028 -0.014
H -0.023 0.019 0.048
C -0.095 -0.002 0.138
C 0.002 -0.046 -0.020
H -0.018 -0.009 -0.001
C -0.124 0.050 0.019
H 0.038 0.005 -0.038
H 0.037 0.000 -0.066
H 0.232 0.117 0.201
C 0.016 -0.030 -0.083
C -0.638 -0.127 0.555
H -0.070 0.028 0.102
C 0.128 -0.034 -0.193
F 0.048 -0.031 -0.028
C -0.023 -0.018 -0.071
C 0.059 0.070 -0.076
O 3.134 -0.586 -0.983
C -0.002 -0.033 -0.414
N 0.228 -0.209 -0.430
H 0.040 -0.018 0.105
C 0.010 -0.101 -0.058
C -0.137 -0.024 -0.075
F 0.061 0.155 -0.331
O 0.835 2.655 -0.108
C 0.155 0.079 0.010
C -0.001 0.025 -0.010
C -0.474 -0.111 0.473
H 0.035 0.060 -0.010
H 0.024 0.021 -0.038
H -0.001 -0.015 -0.023
H -0.006 0.049 0.032
O 1.208 -0.202 0.952
F 0.095 0.099 -0.170
C 0.015 0.008 -0.031
C -0.146 -0.268 -0.364
C -0.015 0.091 0.065
H 0.004 0.018 -0.046
O -0.044 -0.060 0.179
Ba -9.816 0.620 -1.036
S 0.051 0.011 -0.259
H 0.003 0.008 -0.020
P -0.070 0.043 0.141
S 0.136 -0.064 -0.026
H -0.015 -0.007 0.032
C 0.112 0.009 0.011
C -0.057 -0.047 0.069
H -0.003 -0.025 0.026
C 0.147 0.016 0.032
C 0.019 0.034 -0.047
H 0.093 -0.059 -0.054
C 0.058 0.016 -0.001
C -0.021 -0.035 -0.004
H 0.036 -0.007 -0.001
F -0.127 -0.061 -0.122
H 0.205 0.290 0.220
C -0.056 -0.018 -0.089
H -0.023 0.005 -0.031
C -0.045 0.064 -0.120
H -0.056 0.041 0.000
S 4.998 -2.087 1.637
C -0.003 0.048 -0.039
N -0.179 -0.333 0.025
H 0.037 -0.028 -0.019
H -0.096 0.099 -0.004
H -0.133 0.186 -0.035
C 0.002 -0.028 -0.067
O -0.082 0.124 0.357